No. 1
{
  "formula": "H3NOS2",
  "method": "the ωB97M-V functional and the def2-TZVPD basis",
  "elements": ["N", "O", "S", "S", "H", "H", "H"],
  "coordinates": [[-0.578, -0.567, 0.553], [-0.227, -0.353, -1.821], [2.165, -0.367, -0.096], [0.396, 0.127, -0.609], [-1.524, -0.781, 0.331], [-0.456, -0.431, 1.576], [0.224, 2.372, 0.067]],
  "forces_ev_per_a": [[0.44, 0.27, 1.70], [0.11, 0.67, -0.56], [0.25, 0.42, -0.28], [-0.58, -0.71, 1.75], [-0.62, 0.15, -0.71], [0.43, 0.17, -1.41], [-0.02, -0.98, -0.49]],
  "orbital_gap_ev": [7.4, 8.2],
  "homo_ev": [-9.71, -9.42],
  "de_lowest_kj_mol": 344.2,
  "largest_force_ev_per_a": 1.975,
  "total_energy_ev": -25252.3247,
  "multiplicity": 1
}


No. 2
{
  "formula": "C30H30N4O6S2W",
  "method": "the ωB97M-V functional and the def2-TZVPD basis",
  "elements": ["W", "O", "C", "C", "C", "C", "C", "C", "C", "N", "C", "C", "N", "C", "C", "C", "C", "C", "C", "C", "O", "H", "H", "H", "H", "H", "H", "H", "H", "H", "H", "H", "H", "H", "H", "C", "C", "C", "C", "C", "C", "C", "C", "C", "S", "C", "N", "H", "H", "H", "H", "H", "H", "H", "H", "O", "S", "C", "C", "C", "C", "H", "H", "H", "H", "H", "H", "H", "H", "O", "N", "O", "O"],
  "coordinates": [[0.244, 0.390, 0.479], [1.083, 0.989, -1.084], [1.160, 1.976, -1.985], [1.313, 1.695, -3.336], [1.402, 2.765, -4.210], [1.360, 4.089, -3.762], [1.233, 4.356, -2.417], [1.112, 3.290, -1.512], [1.042, 3.514, -0.100], [0.757, 2.647, 0.816], [0.886, 3.180, 2.197], [0.242, 2.197, 3.153], [0.716, 0.901, 2.664], [1.436, 0.201, 3.464], [2.225, -0.942, 3.092], [2.848, -1.751, 4.050], [3.725, -2.737, 3.646], [4.032, -2.892, 2.293], [3.460, -2.079, 1.329], [2.538, -1.120, 1.739], [1.967, -0.329, 0.819], [1.361, 0.670, -3.676], [1.516, 2.570, -5.268], [1.443, 4.900, -4.470], [1.224, 5.376, -2.053], [1.272, 4.530, 0.226], [0.436, 4.172, 2.265], [1.954, 3.266, 2.414], [-0.841, 2.239, 3.112], [0.561, 2.362, 4.183], [1.515, 0.531, 4.500], [2.644, -1.595, 5.101], [4.199, -3.372, 4.381], [4.741, -3.652, 1.992], [3.705, -2.168, 0.280], [-2.204, 3.145, -0.216], [-2.175, 2.018, -1.216], [-3.032, 2.290, -2.316], [-3.092, 1.469, -3.389], [-2.282, 0.315, -3.399], [-2.263, -0.555, -4.509], [-1.463, -1.665, -4.506], [-0.675, -1.942, -3.382], [-0.695, -1.116, -2.278], [0.157, -1.608, -0.846], [-1.485, 0.056, -2.265], [-1.435, 0.905, -1.162], [-2.074, 4.074, -0.773], [-1.474, 3.099, 0.573], [-3.194, 3.190, 0.242], [-3.615, 3.199, -2.277], [-3.732, 1.688, -4.233], [-2.888, -0.320, -5.359], [-1.438, -2.330, -5.357], [-0.050, -2.825, -3.372], [-0.338, -1.193, 1.745], [-0.982, -2.526, 2.204], [0.318, -3.782, 2.191], [-0.386, -5.061, 1.753], [-1.236, -4.669, 0.547], [-1.979, -3.394, 0.932], [0.770, -3.819, 3.181], [1.059, -3.452, 1.460], [-1.011, -5.449, 2.560], [0.350, -5.829, 1.520], [-1.944, -5.450, 0.273], [-0.594, -4.478, -0.312], [-2.909, -3.600, 1.465], [-2.191, -2.704, 0.127], [-2.859, -0.558, 0.974], [-2.657, 0.499, 1.520], [-3.406, 1.155, 2.177], [-1.408, 1.055, 1.400]],
  "forces_ev_per_a": [[-0.26, 0.18, 0.69], [0.71, 0.07, -0.62], [-0.18, 0.05, 0.15], [0.00, 0.18, 0.08], [0.00, -0.05, -0.04], [0.00, 0.03, 0.05], [0.01, -0.12, -0.03], [-0.01, -0.13, -0.02], [0.01, -0.07, 0.05], [-0.10, -0.01, -0.23], [-0.11, -0.06, 0.07], [0.04, 0.04, -0.15], [0.23, -0.13, 0.26], [-0.06, 0.08, -0.03], [0.08, -0.03, -0.09], [-0.03, 0.02, -0.09], [0.01, -0.01, 0.01], [0.00, 0.02, -0.07], [-0.06, 0.02, 0.19], [-0.04, 0.02, -0.14], [0.26, 0.02, 0.15], [0.00, -0.01, 0.01], [0.00, 0.00, -0.01], [0.00, 0.01, -0.02], [0.00, 0.03, 0.02], [-0.02, -0.01, 0.01], [-0.03, -0.04, 0.00], [-0.04, 0.00, 0.03], [0.02, 0.04, 0.00], [0.06, 0.05, -0.07], [0.01, -0.01, -0.01], [-0.02, 0.02, 0.02], [0.01, -0.02, 0.01], [0.01, -0.01, 0.00], [0.01, 0.00, -0.02], [0.03, -0.06, 0.13], [0.02, -0.02, -0.16], [0.06, -0.04, -0.05], [0.02, 0.03, 0.09], [0.03, -0.04, 0.00], [0.05, -0.04, 0.04], [0.00, 0.07, 0.02], [-0.04, 0.04, -0.01], [-0.05, 0.07, -0.04], [-0.43, -0.01, -0.07], [0.15, -0.09, 0.14], [-0.22, 0.16, -0.25], [-0.01, 0.00, 0.01], [-0.05, -0.04, -0.01], [-0.01, -0.02, 0.00], [-0.03, 0.00, 0.00], [-0.03, 0.00, -0.02], [-0.01, 0.00, -0.02], [0.00, -0.01, -0.02], [0.01, -0.02, 0.03], [0.15, -0.43, 0.18], [-0.07, 0.14, 0.09], [0.05, 0.04, -0.04], [0.03, 0.01, 0.06], [0.00, 0.05, -0.02], [-0.04, 0.03, 0.04], [-0.01, 0.00, -0.02], [-0.01, -0.02, 0.00], [-0.02, 0.00, 0.01], [0.00, 0.00, -0.03], [0.00, 0.01, 0.01], [0.03, 0.01, -0.05], [0.00, 0.00, 0.01], [-0.02, 0.04, -0.09], [-0.05, 0.15, -0.02], [0.21, -0.06, -0.09], [-0.03, 0.00, -0.01], [-0.25, -0.09, -0.03]],
  "orbital_gap_ev": [5.7, 5.7],
  "homo_ev": [-13.32, -13.32],
  "de_lowest_kj_mol": 35.4,
  "total_charge": 2,
  "largest_force_ev_per_a": 0.941,
  "total_energy_ev": -73322.9674,
  "multiplicity": 1
}


No. 3
{
  "formula": "C2H3NO2",
  "method": "the ωB97M-V functional and the def2-TZVPD basis",
  "elements": ["C", "C", "N", "O", "O", "H", "H", "H"],
  "coordinates": [[0.542, 0.164, -0.105], [-1.828, 0.036, 2.816], [-0.173, -0.309, -1.032], [0.099, 0.392, 1.109], [-1.557, 0.445, 3.829], [1.552, 0.458, -0.098], [-0.712, -0.184, 1.178], [0.405, -0.379, -1.892]],
  "forces_ev_per_a": [[-0.28, -0.03, -0.99], [-0.24, 0.07, 0.83], [0.85, -0.06, -0.60], [-1.70, -1.28, 1.15], [-0.16, -0.11, -0.31], [1.54, 0.41, -0.82], [0.58, 1.05, 0.06], [-0.58, -0.05, 0.68]],
  "orbital_gap_ev": 11.5,
  "homo_ev": -10.53,
  "de_lowest_kj_mol": 104.3,
  "largest_force_ev_per_a": 2.423,
  "total_energy_ev": -7706.7622,
  "multiplicity": 1
}


No. 4
{
  "formula": "C5H15NO2",
  "method": "the ωB97M-V functional and the def2-TZVPD basis",
  "elements": ["C", "C", "C", "C", "C", "N", "H", "H", "H", "H", "H", "H", "H", "H", "H", "H", "H", "H", "H", "O", "H", "H", "O"],
  "coordinates": [[-1.538, -0.998, -0.763], [-0.267, -1.098, 0.072], [1.021, -1.188, -0.696], [1.494, -0.146, -1.664], [2.420, -0.433, -2.625], [0.916, 1.065, -1.640], [-1.615, -1.568, -1.691], [-1.719, 0.009, -1.146], [-2.328, -1.283, -0.075], [-0.268, -0.260, 0.782], [-0.318, -1.999, 0.681], [1.886, -1.249, -0.003], [1.231, -2.189, -1.107], [2.971, -1.359, -2.690], [2.711, 0.257, -3.410], [0.090, 1.128, -1.064], [0.846, 1.623, -2.486], [1.597, 3.392, 1.288], [0.869, 2.049, 1.636], [0.770, 3.012, 1.609], [-3.535, -0.209, 5.520], [-3.346, 1.117, 4.679], [-3.889, 0.328, 4.793]],
  "forces_ev_per_a": [[-0.21, 0.36, -0.25], [-0.25, 0.17, -0.28], [2.49, -0.50, 0.45], [-2.52, 0.60, 0.93], [1.83, -0.22, -1.72], [-0.44, -1.31, -0.44], [0.37, -0.64, 0.40], [-0.18, 0.24, 0.44], [-0.49, 0.17, -0.36], [0.15, -0.12, -0.07], [0.06, 0.04, 0.03], [-0.25, 0.37, 0.35], [-0.70, 0.30, -0.57], [-0.27, -0.26, 0.36], [-0.23, 0.29, 0.21], [-0.05, 0.32, 0.35], [0.63, 0.24, 0.18], [-0.08, -0.25, 0.16], [0.28, 0.44, 0.12], [-0.18, -0.24, -0.28], [0.03, 0.56, -0.32], [0.02, -0.30, 0.37], [-0.03, -0.26, -0.06]],
  "orbital_gap_ev": [9.6, 6.0],
  "homo_ev": [-13.34, -13.34],
  "de_lowest_kj_mol": 107.5,
  "total_charge": 1,
  "largest_force_ev_per_a": 2.751,
  "s_squared": 0.760,
  "total_energy_ev": -11004.7747,
  "multiplicity": 2
}